This record from the Open Molecules 2025 dataset describes C31H35N8O2Y as an isolated structure in a non-equilibrium geometry. The level of theory is ωB97M-V/def2-TZVPD.

Cartesian coordinates (Å):
Y: 0.21281 1.69324 -1.26618
C: 2.38210 -2.44521 -2.06880
C: 2.01300 -1.02014 -1.85124
N: 0.90526 -0.45171 -2.20881
C: 0.25093 -0.80379 -3.45963
C: -0.73960 0.24272 -3.99954
N: -0.31742 1.65523 -3.73574
C: -1.33181 2.71466 -4.14563
C: -2.09621 3.22840 -2.88385
N: -1.18778 3.57993 -1.73420
C: -0.45154 4.87803 -1.76788
C: 1.10541 4.86011 -1.67603
N: 1.62340 3.60743 -1.17619
C: 2.91308 3.47810 -0.96734
C: 3.96847 4.54542 -0.91875
C: 3.47915 2.12621 -0.76951
C: 4.82698 1.80032 -0.52161
C: 5.20170 0.44236 -0.53747
C: 4.27334 -0.53473 -0.82398
C: 2.99665 -0.15195 -1.17796
N: 2.57904 1.13233 -0.96288
H: 1.50969 -2.97503 -2.53144
H: 2.67150 -2.95524 -1.19312
H: 3.20501 -2.49681 -2.78230
H: -0.36306 -1.66480 -3.26358
H: 0.98188 -1.01762 -4.29566
H: -1.73376 0.04857 -3.56944
H: -0.77511 0.07512 -5.09076
H: 0.55634 1.85274 -4.22956
H: -2.01819 2.31701 -4.89387
H: -0.87498 3.58157 -4.61466
H: -2.76105 2.44992 -2.44062
H: -2.71359 4.10412 -3.15355
H: -1.80755 3.66123 -0.92135
H: -0.79911 5.55741 -0.95361
H: -0.67505 5.42037 -2.67405
H: 1.38545 5.68689 -1.00913
H: 1.53638 5.17389 -2.68147
H: 3.47517 5.52635 -0.75312
H: 4.49685 4.58894 -1.91437
H: 4.72102 4.29031 -0.19645
H: 5.56158 2.62000 -0.50396
H: 6.21701 0.18073 -0.22337
H: 4.49852 -1.59501 -0.83134
C: -2.01547 -8.20619 2.52333
O: -1.16654 -7.12285 3.03354
C: -1.69179 -6.10965 3.72112
C: -0.78116 -5.05810 4.01246
C: -1.21889 -3.82562 4.38571
C: -2.62671 -3.57564 4.30689
C: -3.56720 -4.67281 4.24756
C: -3.08821 -5.95757 4.00650
N: -3.10442 -2.36625 3.89190
N: -2.18661 -1.42850 3.79248
C: -2.46101 -0.48433 2.81904
C: -3.48004 -0.63728 1.88391
C: -3.35752 0.06298 0.66392
C: -2.19161 0.81066 0.33436
O: -1.80493 0.93706 -0.90085
C: -1.28688 1.15685 1.38591
N: -0.24304 2.04169 1.07009
C: 0.65219 2.35413 2.04723
C: 0.53254 1.83154 3.34881
C: -0.57124 1.05156 3.66507
C: -1.44703 0.58024 2.66741
H: -1.44846 -8.69493 1.72817
H: -2.92613 -7.82007 2.11488
H: -2.22618 -8.87565 3.37585
H: 0.28720 -5.26561 3.84263
H: -0.51423 -3.02759 4.67959
H: -4.64709 -4.50715 4.16291
H: -3.77163 -6.80242 3.91459
H: -4.32051 -1.32814 2.11160
H: -4.13577 -0.01954 -0.08460
H: 1.43424 3.10383 1.82629
H: 1.30254 2.07784 4.10064
H: -0.83038 0.76989 4.69504

The lowest unoccupied orbital energy (alpha / beta) is -6.923 / -6.924 eV. For the highest occupied orbital energy (alpha / beta), the calculation gives -0.3858 / -0.3867 Ha. Its strongest force on any atom is 3.1 eV/A. The charge is +2. The value obtained for the gap between HOMO and LUMO (alpha / beta) is 0.131 / 0.132 Ha. The value obtained for the total energy is -49761.2412 eV. The relative energy (zero: lowest compared OMol25 entry of this formula, charge and spin) comes out at 0.0 kJ/mol.

Löwdin atomic charge list, values in e, 4 entries: 1.5326 0.0108 -0.2474 -0.0056

---

This record from the Open Molecules 2025 dataset describes C31H36AgF3O10 as an isolated structure in a non-equilibrium geometry. The level of theory is ωB97M-V/def2-TZVPD.

Cartesian coordinates (Å):
Ag: 3.40126 -2.66528 -0.19078
C: 1.33827 -0.01204 0.63533
O: 1.76343 -1.36019 0.83677
H: 0.70847 0.17687 1.50467
H: 2.15857 0.69476 0.51018
H: 0.59787 0.06037 -0.16133
C: -0.88371 0.11022 -5.19282
C: 0.42276 0.17128 -4.41144
C: 0.48734 -0.62483 -3.14241
O: 1.74662 -1.31443 -3.14543
C: 2.21956 -1.27329 -4.34836
O: 3.23793 -1.84333 -4.73406
O: 1.37805 -0.51113 -5.08260
H: -0.68831 0.53916 -6.17564
H: -1.58720 0.70467 -4.60987
H: -1.31607 -0.87900 -5.34320
H: 0.74255 1.19061 -4.19509
H: -0.25199 -1.42430 -3.09398
H: 0.38979 -0.01963 -2.24113
C: 0.22418 -2.68885 4.54318
C: 1.11458 -1.68257 5.34356
C: 1.02291 -0.24169 4.76866
O: 0.79133 0.52368 5.91889
C: 0.65570 -0.30488 6.98986
O: 0.49786 0.05112 8.14610
O: 0.67530 -1.56771 6.66988
H: -0.68878 -2.16161 4.26636
H: 0.00202 -3.54357 5.18207
H: 0.71486 -3.04187 3.63614
H: 2.18895 -1.86261 5.38107
H: 0.22780 -0.02739 4.05453
H: 1.91205 0.10071 4.23923
C: 3.50545 2.49407 -0.98161
C: 4.37651 2.33400 -2.26312
C: 4.30735 0.97297 -2.95080
O: 4.27424 1.28292 -4.32317
C: 4.13130 2.57213 -4.52018
O: 4.24133 3.12800 -5.58159
O: 4.03444 3.19052 -3.31017
H: 2.52718 2.04232 -1.14594
H: 3.36166 3.53068 -0.67688
H: 3.99086 2.01580 -0.13088
H: 5.45036 2.43548 -2.10607
H: 3.52665 0.30993 -2.57799
H: 5.20135 0.35072 -2.90980
F: -3.37750 -2.25904 2.02605
C: -2.94074 -3.11299 1.13430
C: -1.59261 -3.16453 0.82433
C: -1.23934 -4.00218 -0.24675
C: -2.11476 -4.89656 -0.81133
C: -3.46444 -4.84800 -0.46448
C: -3.87889 -3.94845 0.46874
H: -0.91859 -2.46486 1.29610
H: -0.21124 -3.87058 -0.55020
H: -1.77957 -5.53853 -1.61253
H: -4.15182 -5.57191 -0.87662
H: -4.92175 -3.99994 0.74477
F: 0.31339 3.44063 0.54829
C: -0.03521 3.56718 1.80919
C: 0.47068 4.64921 2.59637
C: 0.23258 4.67694 3.94815
C: -0.39164 3.61047 4.53144
C: -0.99611 2.58219 3.78843
C: -0.83009 2.59749 2.37430
H: 1.07740 5.37851 2.08022
H: 0.77575 5.35714 4.58743
H: -0.26010 3.52885 5.60029
H: -1.52611 1.80570 4.31999
H: -1.18204 1.68558 1.91502
F: -4.37239 2.83226 -2.38900
C: -4.03314 1.51002 -2.23902
C: -4.79061 0.48477 -2.80387
C: -4.55787 -0.84303 -2.47122
C: -3.40531 -1.11591 -1.67066
C: -2.73301 -0.07126 -1.03740
C: -3.03132 1.25476 -1.33739
H: -5.61609 0.80814 -3.42066
H: -5.10061 -1.64355 -2.95185
H: -3.08330 -2.14395 -1.59417
H: -1.92374 -0.28754 -0.35571
H: -2.54225 2.07989 -0.84103

The lowest unoccupied orbital energy (alpha / beta) is -6.265 / -10.584 eV. For the highest occupied orbital energy (alpha / beta), the calculation gives -0.4968 / -0.4956 Ha. Its strongest force on any atom is 5.1 eV/A. The charge is +2. Its spin multiplicity is 3. As for the expectation value of S²: 2.033. The value obtained for the gap between HOMO and LUMO (alpha / beta) is 0.267 / 0.107 Ha. The value obtained for the total energy is -65333.6766 eV.

Löwdin atomic charge list, values in e, 4 entries: 0.7854 -0.3008 -0.4977 0.0287

---

This record from the Open Molecules 2025 dataset describes C31H36F2HgN7O3S as an isolated structure in a non-equilibrium geometry. The level of theory is ωB97M-V/def2-TZVPD.

Cartesian coordinates (Å):
Hg: 0.62796 1.34947 -0.89737
C: -1.93694 -1.48874 -0.33615
C: -1.79704 -2.41636 1.01000
O: -1.51701 -3.61189 1.02090
C: -2.44465 -2.07168 2.40923
C: -2.45969 -0.75453 2.83916
C: -3.17732 -0.51532 4.15673
N: -1.76731 0.42217 2.19925
N: -1.53922 1.45969 2.83246
C: -0.61199 2.48292 2.11399
O: 0.19923 1.45914 1.41809
C: -0.78079 3.87447 1.75815
C: -0.84841 4.25401 0.47510
C: -0.93458 5.60276 0.26110
C: -1.19306 6.54766 1.25924
C: -1.04817 6.28838 2.57943
C: -0.75777 4.84742 2.82710
H: -1.15466 -0.72536 -0.15713
H: -2.91359 -0.92788 -0.11341
H: -2.09708 -1.89421 -1.32949
H: -2.81670 -2.94233 2.99816
H: -4.20714 -0.98881 4.16994
H: -3.20163 0.42945 4.59877
H: -2.76303 -1.09106 5.00441
H: -0.66439 3.57486 -0.61809
H: -0.95358 5.91500 -0.84347
H: -1.67427 7.45865 0.78413
H: -1.05206 7.18381 3.21124
H: -0.71529 4.58700 3.87510
F: 3.70783 1.80937 -5.31814
C: 2.45616 1.91977 -4.77170
C: 2.35535 2.03598 -3.35515
C: 1.10704 2.09070 -2.89490
C: -0.07934 1.73333 -3.77788
C: 0.09212 1.61697 -5.11924
F: -1.02128 1.63811 -5.90680
C: 1.37308 1.72431 -5.75048
C: -1.49604 1.73389 -3.29759
C: -2.35761 0.56686 -3.47074
C: -3.47033 0.43201 -2.72895
C: -3.75334 1.28831 -1.75516
C: -2.86052 2.21709 -1.38315
N: -1.87873 2.58111 -2.23983
H: 3.96835 -3.26062 1.48241
H: 1.63127 1.68532 -6.80465
H: -2.15201 -0.26984 -4.06497
H: -4.13607 -0.44333 -2.90546
H: -4.43444 1.10653 -0.97276
H: -2.88324 2.89491 -0.60171
C: 3.64537 -1.48162 2.44838
N: 4.50731 -2.48081 1.93567
C: 1.98079 -3.33439 -0.93156
N: 2.63732 -2.47617 -0.20460
C: 1.97051 -1.45759 0.69862
N: 3.06867 -0.60375 1.39415
C: 4.05424 -0.00887 0.53246
N: 4.97314 -1.33038 -0.19325
C: 5.68166 -1.94285 0.92979
C: 4.12490 -2.29140 -0.76864
H: 4.37166 -0.74527 2.65707
H: 2.99062 -1.33148 3.32146
H: 2.64274 -3.96689 -1.48077
H: 0.78215 -3.45505 -0.67177
H: 1.22038 -1.90409 1.28781
H: 1.56164 -0.96212 -0.19783
H: 4.68473 0.88162 0.86476
H: 3.28871 0.22511 -0.21846
H: 6.18178 -1.22046 1.66330
H: 6.29444 -2.61817 0.30568
H: 4.79732 -3.15699 -0.93295
H: 3.91128 -2.13279 -1.83798
C: -5.65655 -5.79938 8.11961
S: -2.23900 -2.61880 -6.20581
C: -1.04961 -2.37020 -7.19288
O: -2.07055 -3.49508 -5.07017
H: 3.13165 -1.98818 -3.69944
H: -1.10768 -6.42201 8.28554
H: -5.88706 -6.76565 8.39992
H: 0.42613 2.40413 2.96802
H: -4.80132 -5.74430 7.35942
H: -0.08543 -2.81556 -7.43529

The lowest unoccupied orbital energy (alpha / beta) is 3.154 / 1.228 eV. For the highest occupied orbital energy (alpha / beta), the calculation gives -0.0321 / -0.0321 Ha. Its strongest force on any atom is 10.7 eV/A. The charge is -2. Its spin multiplicity is 2. As for the expectation value of S²: 1.754. The value obtained for the gap between HOMO and LUMO (alpha / beta) is 0.148 / 0.077 Ha. The value obtained for the total energy is -69716.4313 eV. The relative energy (zero: lowest compared OMol25 entry of this formula, charge and spin) comes out at 1036.6 kJ/mol.

Löwdin atomic charge list, values in e, 4 entries: 1.1053 0.0006 -0.3524 -0.0085

---

This record from the Open Molecules 2025 dataset describes one molecule with the formula C31H36N4O8. The level of theory is ωB97M-V/def2-TZVPD.

Cartesian coordinates (Å):
C: -4.64437 -0.54220 -1.69111
H: -5.48319 -0.93057 -2.26351
H: -5.00313 -0.22820 -0.71410
H: -4.24623 0.32798 -2.20769
C: -3.55887 -1.61008 -1.55084
C: -2.39465 -1.08271 -0.75641
C: -1.22533 -0.81316 -1.37083
N: -0.16792 -0.22490 -0.68863
C: 1.15799 -0.27448 -1.01268
O: 1.66410 -0.66624 -2.02093
O: 1.87447 0.22327 0.03980
C: 1.03644 0.52376 1.07074
N: 1.36683 0.82431 2.23849
C: 2.74790 0.93914 2.61480
C: 3.00011 2.25625 3.33416
O: 4.04244 2.85186 3.29119
O: 1.94498 2.64688 4.04423
C: 2.08202 3.86853 4.75873
H: 2.01474 4.71595 4.07328
H: 3.04626 3.90437 5.26940
H: 1.26478 3.89834 5.47512
H: 3.44393 0.86127 1.77312
H: 2.96840 0.13953 3.33146
C: -0.38563 0.47480 0.56034
C: -1.41661 -0.22284 1.45920
C: -2.50577 -0.92536 0.68074
C: -3.47162 -1.47521 1.43141
C: -3.34724 -1.42577 2.91893
H: -4.07860 -2.07808 3.39523
H: -3.49631 -0.40890 3.29460
C: -1.92878 -1.89779 3.30240
C: -1.81626 -3.37880 2.98088
O: -2.49213 -4.27397 3.41263
N: -0.79251 -3.54069 2.07327
C: -0.14958 -2.37354 1.74037
O: 0.78684 -2.30573 0.98582
C: -0.82786 -1.23344 2.47153
H: -0.09282 -0.70521 3.08352
C: -0.42267 -4.82136 1.51852
H: 0.61866 -5.04087 1.75429
H: -1.07548 -5.57381 1.95696
H: -0.54188 -4.80215 0.43501
H: -1.78050 -1.75842 4.37584
H: -4.29406 -2.02442 1.00808
H: -1.88283 0.55628 2.07164
C: -0.83913 1.93757 0.24518
C: 0.32957 2.82046 -0.10227
C: 0.96923 3.54449 0.89792
C: 2.09238 4.29786 0.60955
C: 2.58663 4.33875 -0.68343
C: 1.94131 3.63938 -1.68794
C: 0.81629 2.88518 -1.40097
H: 0.30644 2.35075 -2.18736
H: 2.31641 3.67736 -2.70018
H: 3.47009 4.91858 -0.90553
H: 2.59276 4.84746 1.39343
H: 0.58616 3.50121 1.90745
H: -1.34139 2.34241 1.12366
H: -1.54602 1.89217 -0.58550
O: -0.98858 -1.17763 -2.66574
C: -0.64914 -0.16404 -3.54000
O: -0.84645 0.99673 -3.26529
N: -0.18185 -0.61797 -4.70665
C: 0.04195 -2.02284 -4.98213
C: 1.50187 -2.43470 -4.81726
H: 2.12119 -1.99596 -5.59518
H: 1.58548 -3.51656 -4.88104
H: 1.86458 -2.10649 -3.84727
H: -0.57852 -2.60006 -4.29647
H: -0.29716 -2.21987 -6.00525
C: 0.24863 0.37606 -5.67667
C: 1.57146 1.03520 -5.29855
H: 2.36702 0.30091 -5.21931
H: 1.47027 1.53142 -4.33817
H: 1.84069 1.77332 -6.05000
H: -0.52868 1.14445 -5.73399
H: 0.32773 -0.12092 -6.64526
H: -3.20843 -1.90012 -2.54132
H: -3.97054 -2.49826 -1.06900

The lowest unoccupied orbital energy is 0.531 eV. For the highest occupied orbital energy, the calculation gives -0.2973 Ha. Its strongest force on any atom is 0.9 eV/A. Its SMILES is CCC1=C(OC(=O)N(CC)CC)N2C(=O)O/C(=N\CC(=O)OC)[C@]2(Cc2ccccc2)[C@H]2C1=CC[C@H]1C(=O)N(C)C(=O)[C@H]12. The value obtained for the gap between HOMO and LUMO is 0.317 Ha. The value obtained for the total energy is -55074.6058 eV. The relative energy (zero: lowest compared OMol25 entry of this formula, charge and spin) comes out at 7.1 kJ/mol.

natural (NBO) atomic charge list, values in e, 4 entries: -0.6006 0.2089 0.2051 0.2124